1.
15
Properties=species:S:1:pos:R:3:forces:R:3 method="wB97M-V/def2-TZVPD" max_force_ha_per_bohr=0.1624 e_above_lowest_kj_mol=469.01 multiplicity=1
C -0.6030 0.8163 -0.1879 0.8169 0.1830 2.9836
C 0.6369 0.1308 0.6522 -1.5486 0.6935 0.0684
C 0.7427 -1.3799 0.5161 0.0223 0.3527 0.1268
N -0.4243 0.1784 -1.3821 -4.7998 -2.4918 -6.3625
O -1.8502 0.6022 0.4597 0.1259 -0.2629 -0.3456
O 1.8277 0.8042 0.3706 0.4059 0.0926 -0.2792
H -1.9428 1.2217 1.1935 0.1072 -0.0434 -0.1488
H 2.0775 0.5975 -0.5389 -0.0030 0.0084 0.0428
H -0.3543 1.8885 -0.1860 -0.1956 -0.0619 -0.2087
H 0.3787 0.3976 1.6800 0.1634 -0.0824 0.1293
H -1.4095 -0.4356 -1.7816 2.5277 -0.3220 2.7717
H -1.4052 0.4241 -2.2767 2.4842 2.0318 1.2885
H -0.2153 -1.8464 0.7394 -0.0462 -0.0491 -0.0410
H 1.4856 -1.7385 1.2285 -0.0147 -0.0297 0.0207
H 1.0556 -1.6610 -0.4869 -0.0456 -0.0189 -0.0460



2.
25
Properties=species:S:1:pos:R:3:forces:R:3 method="wB97M-V/def2-TZVPD" max_force_ha_per_bohr=0.0994 e_above_lowest_kj_mol=164.45 multiplicity=1
O -0.5303 -1.4941 -3.4852 3.2498 0.1982 -1.3959
N -1.3092 1.1189 4.5447 1.9343 0.0719 -0.5060
N -1.1603 -0.5081 -0.2308 -1.2017 1.2916 -0.2409
S -0.2985 1.6989 3.2146 -2.2642 -1.0733 0.6687
C -1.1938 -0.9853 -2.6179 -0.8263 -2.1613 -1.8401
C -1.7901 -0.0441 4.2218 -0.7326 0.4859 -1.4150
C -0.5556 -0.3733 -1.4350 -1.9298 0.3402 4.5537
C 3.1515 0.9838 -0.2921 -1.5803 -0.2324 -1.7014
C 2.1339 0.8409 0.5963 -0.2833 0.5711 0.8343
C -1.6554 -0.4105 2.8265 -1.3208 -1.1047 1.8216
C 2.8674 0.7624 -1.7433 1.1119 -1.4392 0.1363
C -0.4419 0.1461 0.7466 -0.0255 -0.3022 -0.5083
C -0.9277 0.4540 2.1462 2.6012 -0.0233 -1.9362
C 1.6477 0.3162 -2.2114 1.2418 1.1320 2.5151
C 0.7759 0.4635 0.1620 2.0603 1.4049 0.6076
N -2.5189 -1.2748 -2.8488 -0.3760 1.3088 1.6082
N 0.6373 0.2609 -1.1752 0.5660 -1.7559 -4.7676
H -2.3839 -0.6486 4.9137 0.2270 0.4757 0.0399
H 4.1786 1.2427 -0.0312 -0.4731 -0.1013 0.1714
H 2.3460 1.0320 1.6718 -0.4632 -0.3367 -0.8616
H -2.1109 -1.2761 2.3812 0.0236 -0.2382 -0.0533
H 3.8405 0.6479 -2.3112 -1.7025 0.4919 0.0214
H 1.3599 -0.0400 -3.2177 0.1854 0.2906 0.9255
H -2.8388 -1.8497 -3.6152 1.0423 0.1211 0.0102
H -3.2235 -1.0637 -2.2106 -1.0644 0.5847 1.3124



3.
38
Properties=species:S:1:pos:R:3:forces:R:3 method="wB97M-V/def2-TZVPD" max_force_ha_per_bohr=0.0547 e_above_lowest_kj_mol=61.30 total_charge=-1 multiplicity=1
O -1.6628 1.5719 0.7315 -0.9241 0.1595 -0.5241
O 1.8913 -0.4693 3.6099 0.0996 -0.4835 -1.1432
O -0.2273 -0.1818 -4.5311 0.7464 -0.3088 1.0259
O -1.0815 -1.8953 -0.9461 0.3878 0.6610 0.4671
O 0.8433 -1.1401 5.4299 0.0225 -0.9464 -0.1243
O 2.3535 1.3826 -2.5659 0.3094 -0.2084 -0.9718
C -0.7513 1.5167 1.5430 -0.4174 -0.0758 -0.8481
C 1.0820 -1.2347 4.2060 -0.7845 2.2167 1.5477
C -0.3171 -0.0518 -3.3049 -0.5177 0.8610 -1.2944
C -0.3981 -1.0822 -0.3234 -0.5041 -0.9921 0.4807
N -1.4042 0.5739 -2.7885 0.7942 0.0366 0.6644
N 0.5623 -0.3540 -0.9111 0.4774 0.4000 -1.7645
N -0.0505 0.3854 1.6840 1.2294 -0.2791 0.8579
C -0.3171 2.7420 2.2955 -1.1266 -0.0727 0.5035
C -2.4046 1.2890 -3.5732 0.5791 -1.7754 -1.0563
C 0.1429 -2.1504 3.4205 0.1591 0.5178 -0.8676
C 2.2244 -0.0244 -2.7275 -0.2914 0.2333 0.1123
C 0.2455 -2.0607 1.9009 0.2905 -0.0641 -0.6689
C 0.8233 -0.5374 -2.3525 -0.1349 -0.8045 0.0224
C -0.5091 -0.9095 1.1851 0.3838 0.1155 0.8374
H 1.8970 1.6099 -1.7709 -0.4035 0.4936 0.7645
H -1.5126 0.5741 -1.7856 -0.0258 0.2035 0.0570
H 1.1797 0.2166 -0.3570 -0.1826 -0.0159 0.2373
H 0.7183 0.3701 2.3777 -0.1390 -0.4747 -0.0428
H 0.4227 3.2151 1.6931 0.8206 0.5099 -0.2412
H -1.1646 3.4497 2.4116 0.4421 -0.6156 -0.2092
H 0.0529 2.4747 3.2720 0.4356 0.0597 0.2988
H -2.0862 1.3133 -4.6454 -0.1784 0.0160 1.0307
H -3.3448 0.7405 -3.5067 -0.1480 0.1220 -0.1348
H -2.5346 2.2621 -3.1824 -0.1105 1.1079 0.3568
H -0.9152 -1.9593 3.6654 0.4661 -0.0672 0.4327
H 0.4069 -3.1558 3.7171 -0.1990 -0.4241 0.1068
H 2.9687 -0.5007 -2.0823 -0.1489 -0.3061 0.0742
H 2.4835 -0.2808 -3.7625 -0.3743 0.2026 0.2355
H -0.2031 -2.9689 1.5399 -0.3306 -0.4310 -0.5400
H 1.2773 -2.0864 1.5313 0.0372 0.1640 0.3547
H 0.8603 -1.6248 -2.5304 -0.1272 0.2265 0.0248
H -1.5510 -1.0191 1.4331 -0.6124 0.0383 -0.0619



4.
6
Properties=species:S:1:pos:R:3:forces:R:3 method="wB97M-V/def2-TZVPD" max_force_ha_per_bohr=0.0232 e_above_lowest_kj_mol=141.00 total_charge=-2 multiplicity=1
N -3.1692 -0.2066 0.7492 0.1044 -0.2732 -0.4689
N -3.0819 0.9017 1.1015 0.1971 0.8119 0.8513
O -3.5849 -0.8698 -0.2192 -0.2575 -0.2636 -0.2836
O -3.9374 2.1920 0.0770 -0.7386 -0.2224 0.6320
H -3.3824 2.3833 -0.6659 0.6649 -0.0456 -0.7288
H 17.1557 -4.4006 -1.0426 0.0296 -0.0072 -0.0020



5.
70
Properties=species:S:1:pos:R:3:forces:R:3 method="wB97M-V/def2-TZVPD" max_force_ha_per_bohr=0.0531 e_above_lowest_kj_mol=0.00 total_charge=+3 multiplicity=1
Bi -0.2054 -0.2535 0.0616 -0.7090 2.0038 1.7159
P -2.1918 1.6291 1.1082 -1.0933 0.6161 0.1041
P -1.6266 -1.9006 -1.4736 -1.3014 -1.0199 -1.4334
P 0.2974 1.9401 -1.5461 0.5593 1.1071 -1.2443
H 3.6063 0.2462 3.1267 0.1014 0.5093 -0.0225
C 3.5940 1.3230 2.9081 -0.7202 0.2463 -0.0739
C 2.6427 2.1283 3.4135 0.3858 -0.3722 -0.4180
H 1.8568 1.7454 4.0756 0.3721 0.1631 -0.1588
C -3.0244 1.2885 2.6977 0.2744 -0.5989 0.1896
C -3.6265 1.8971 0.0041 0.1190 -0.2858 -0.2710
C -1.6191 3.3449 1.4180 0.7307 -0.1025 -0.1430
C -0.5600 -3.1958 -2.1830 0.5224 0.2278 0.1774
C -2.9392 -2.8636 -0.6590 -0.0070 0.2917 0.6024
C -2.4509 -1.1120 -2.8962 0.1054 0.3801 0.0385
C 1.3772 3.1131 -0.6436 -0.0628 -0.2146 0.5158
C -0.9870 2.9950 -2.3160 -0.3719 -0.2089 0.0993
C 1.3166 1.5446 -3.0080 -0.0405 -0.5299 0.0256
H 4.3735 1.6982 2.2323 -0.2739 -0.1328 0.4543
H 2.6328 3.2053 3.2063 0.0458 -0.4392 0.1323
H -2.2872 1.0225 3.4656 -0.1871 0.0847 -0.0964
H -3.7347 0.4587 2.5945 0.1590 0.1710 0.0436
H -3.5629 2.1947 3.0146 0.1587 -0.2842 -0.2113
H -4.2130 0.9704 -0.0543 0.0497 0.2546 -0.0055
H -3.3044 2.1789 -1.0071 -0.1518 -0.0355 0.2963
H -4.2583 2.6956 0.4205 0.1855 -0.2273 -0.0921
H -0.6451 3.3258 1.9270 -0.2560 0.1346 -0.0574
H -2.3527 3.8349 2.0748 0.1823 -0.1932 -0.2543
H -1.5247 3.9231 0.4896 -0.0468 -0.1954 0.3065
H -1.1763 -3.9469 -2.6940 -0.0518 0.2506 0.1547
H 0.0037 -3.6994 -1.3839 -0.1994 0.0409 -0.2190
H 0.1484 -2.7698 -2.9049 -0.1893 -0.0726 0.1603
H -3.3672 -3.5742 -1.3807 0.1954 0.2447 0.0723
H -3.7327 -2.1978 -0.2957 0.1167 -0.1798 -0.0971
H -2.5333 -3.4229 0.1940 -0.0986 0.0374 -0.2497
H -2.9161 -1.8847 -3.5238 0.1367 0.1087 0.1926
H -1.7276 -0.5493 -3.5023 -0.1639 -0.1867 0.1205
H -3.2315 -0.4208 -2.5494 0.1730 -0.1931 -0.0608
H 2.0982 3.5408 -1.3548 -0.2536 -0.1194 0.1669
H 1.9287 2.5947 0.1556 -0.0505 0.2081 -0.1865
H 0.7828 3.9204 -0.1946 0.2001 -0.2496 -0.1234
H -0.5110 3.5824 -3.1157 -0.0957 -0.1559 0.2935
H -1.4507 3.6815 -1.5968 0.1241 -0.2240 -0.2318
H -1.7647 2.3623 -2.7657 0.1715 0.2476 0.0253
H 1.5341 2.4855 -3.5353 -0.0973 -0.2746 0.1713
H 0.7618 0.8697 -3.6748 0.2300 0.1904 0.0555
H 2.2597 1.0627 -2.7155 -0.3057 0.1062 -0.1296
C 2.9619 -1.3638 -1.5361 0.8255 -0.4664 -0.7392
C 2.8554 -2.5742 -2.2335 0.2325 0.6543 0.1527
C 3.8300 -2.8624 -3.1946 -0.0094 0.1152 0.1228
C 4.8806 -1.9657 -3.4225 -0.1297 -0.0615 -0.0636
C 4.9420 -0.7487 -2.7401 -0.2732 -0.0617 0.1320
C 3.9673 -0.4352 -1.7860 -0.0853 -0.3073 -0.1304
O 2.0795 -1.0311 -0.4985 -1.3239 -1.1342 0.3151
H 1.4842 -1.8056 -0.2871 1.9924 0.1925 -0.3965
H 2.0372 -3.2669 -2.0261 0.4831 0.1195 -0.0039
H 3.7649 -3.7993 -3.7554 0.1139 0.3609 0.2258
H 5.6511 -2.2228 -4.1475 -0.2002 0.1039 0.1626
H 5.7433 -0.0337 -2.9318 -0.1967 -0.2931 0.0151
H 3.9787 0.5057 -1.2323 0.1652 -0.3066 -0.0612
Cl -3.8301 -2.7493 4.3364 0.0498 -0.0711 -0.0125
C -2.2266 -2.2006 4.0707 0.1343 0.0266 -0.4888
C -1.3331 -2.0378 5.1309 0.3095 0.2105 -0.4893
C -0.0670 -1.5169 4.8502 -0.2301 -0.0782 -0.2386
C 0.2512 -1.1715 3.5364 -0.1594 -0.0335 0.1106
N -0.6127 -1.3466 2.5249 -0.4816 -0.4707 -0.1999
C -1.8241 -1.8938 2.7660 0.5741 0.3931 0.8620
H -1.6418 -2.3182 6.1290 0.0881 0.0677 0.0535
H 0.6790 -1.3681 5.6233 -0.1721 -0.0738 0.0103
H 1.2308 -0.7476 3.2906 -0.3648 -0.1102 0.0512
H -2.4913 -2.0579 1.9201 0.0863 0.0953 0.2757



6.
16
Properties=species:S:1:pos:R:3:forces:R:3 method="wB97M-V/def2-TZVPD" max_force_ha_per_bohr=0.0528 e_above_lowest_kj_mol=144.98 multiplicity=1
C -0.8605 1.3268 0.0560 1.3497 -0.2768 -0.7993
C -0.3547 -0.1135 0.0178 0.8362 0.7048 0.5308
C 0.8010 -0.3303 1.0688 0.0463 0.0014 -0.2430
C 0.7850 -0.2126 -1.0394 -0.1503 -1.9471 0.3279
H 0.0434 1.9634 0.1410 -0.6106 -0.0696 -0.0851
H -1.3788 1.5551 -0.8845 -0.0780 0.0839 0.3362
H -1.4692 1.4727 0.9121 -0.8098 0.3253 0.7358
H -1.7807 -1.2242 -0.9680 0.6471 0.1396 1.7652
H -2.2115 -0.8972 0.6540 2.0962 -0.4285 -1.5100
H 0.8111 0.2151 2.0297 -0.0109 0.3456 -0.6154
H 0.8986 -1.3720 1.3521 -0.1722 -0.4559 -0.2218
H 2.6557 -0.4788 -0.0705 -1.2287 0.6852 0.3519
H 0.8121 -1.2813 -1.4047 0.1313 0.8535 0.2289
H 0.8404 0.4478 -1.8904 -0.3365 0.3939 -0.2407
N -1.3653 -1.1502 0.0128 -2.6256 0.1672 -0.6729
N 1.7733 0.0791 0.0130 0.9157 -0.5224 0.1116



7.
13
Properties=species:S:1:pos:R:3:forces:R:3 method="wB97M-V/def2-TZVPD" max_force_ha_per_bohr=0.0814 e_above_lowest_kj_mol=68.75 multiplicity=1
C -0.3094 -0.3166 -0.0604 0.3228 1.2582 2.9174
C -1.2430 -0.8675 1.0262 2.0446 -0.4453 1.6155
C 1.8189 1.1606 -0.2810 -3.1055 -2.6369 0.9665
C 0.6014 0.9371 0.2614 -0.0221 -0.5028 -0.7720
O -0.3561 -0.8355 -1.1203 0.6160 -0.7479 -2.4267
F 0.1570 0.8614 -2.9861 0.1538 0.2365 -0.4354
Br -0.2829 2.1278 1.4857 0.5987 -0.1279 -0.3494
H -0.7178 -1.1091 2.0478 -0.7864 0.9973 -1.8448
H -1.5896 -1.8480 0.6960 -0.4401 0.4768 -0.2584
H -1.9802 -0.0855 1.1659 -0.5096 -0.3578 0.2839
H 2.2705 0.3861 -0.8464 -0.1177 -0.7445 -0.9315
H 2.5200 1.8186 0.0360 1.4150 2.6566 0.9437
H 0.1235 0.0669 -2.4923 -0.1697 -0.0623 0.2912



8.
49
Properties=species:S:1:pos:R:3:forces:R:3 method="wB97M-V/def2-TZVPD" max_force_ha_per_bohr=0.0168 e_above_lowest_kj_mol=141.30 multiplicity=1
C -1.6039 -3.3838 5.5608 0.0111 0.3883 -0.1531
C -2.0412 -1.9273 5.4945 -0.3916 -0.3843 0.1780
H -1.9686 -1.4487 6.4736 -0.0310 -0.0257 -0.1410
H -3.0679 -1.8589 5.1198 0.1595 0.0508 0.1313
O -1.1873 -1.1634 4.6448 0.2697 0.1667 -0.0503
C -1.4422 -1.2160 3.3284 -0.2349 -0.1073 -0.0758
O -2.3559 -1.8461 2.8527 0.0481 -0.0035 0.0626
C -0.4893 -0.4072 2.5317 0.0566 0.0517 -0.1919
C -0.6636 -0.3851 1.1550 0.0910 0.0318 0.2423
C 0.2251 0.3700 0.4063 0.5952 0.3716 0.5038
N 0.2881 0.5841 -0.9446 -0.1599 0.1364 -0.2238
C 1.3243 1.3510 -1.1223 -0.1440 -0.0796 -0.2658
N 1.9705 1.6953 0.0326 -0.1335 -0.3164 -0.0335
C 1.2751 1.0820 1.0407 -0.5818 -0.4120 0.0698
C 1.4431 1.0575 2.4185 0.1413 0.1263 0.0366
C 0.5512 0.3059 3.1501 -0.0241 -0.0207 0.0013
H 0.6435 0.2552 4.2230 0.0283 0.0073 0.0626
H 2.2411 1.6018 2.9004 0.0684 0.0467 0.0875
C 3.0973 2.5792 0.1620 0.2919 0.4633 0.1057
C 2.6486 4.0206 0.3860 0.1105 -0.2353 0.0024
H 3.5160 4.6649 0.4971 0.0687 0.1212 0.0188
H 2.0638 4.3647 -0.4640 -0.0572 0.0746 -0.0551
H 2.0381 4.0940 1.2833 -0.0574 0.0504 0.0590
H 3.7072 2.2325 1.0004 -0.0058 -0.0274 -0.1334
H 3.6856 2.5132 -0.7577 -0.0260 -0.0995 0.2003
S 1.8611 1.9204 -2.6854 0.0397 0.1714 -0.2311
C 2.1058 0.3284 -3.5559 0.3054 0.1319 0.3290
C 1.1751 -0.7895 -3.1111 0.1587 -0.0461 -0.4091
O 1.6373 -1.7509 -2.5266 0.2179 -0.1396 0.1703
N -0.1195 -0.6976 -3.4648 -0.1809 -0.1717 -0.3081
C -0.7423 0.4851 -4.0240 -0.2607 0.2357 -0.0393
H -0.1478 0.8736 -4.8545 -0.0804 0.0353 0.0486
C -2.1318 0.1191 -4.5397 0.1806 0.0842 -0.2622
H -2.6119 0.9981 -4.9787 0.1375 -0.0781 -0.0141
O -2.9912 -0.3384 -3.5197 -0.1201 0.0578 -0.0184
C -2.3076 -0.9939 -2.4629 0.1305 -0.1616 0.2015
H -2.0315 -0.2662 -1.6882 -0.0681 -0.1212 -0.0972
C -1.0447 -1.6927 -2.9469 -0.2177 -0.1012 0.2162
H -1.2853 -2.4216 -3.7294 0.0039 -0.0328 0.1332
H -0.5500 -2.2108 -2.1234 -0.1023 0.0101 -0.0902
H -3.0120 -1.7152 -2.0429 0.1143 0.0189 0.0180
H -2.0351 -0.6493 -5.3227 -0.0104 0.1109 0.0558
H -0.8304 1.2645 -3.2572 0.0023 -0.0183 -0.1023
H 3.1280 0.0072 -3.3509 -0.2204 -0.1131 -0.1171
H 2.0000 0.5538 -4.6165 -0.0248 0.0216 0.0048
H -1.4657 -0.9433 0.7002 -0.0971 -0.0660 -0.0417
H -0.5687 -3.4519 5.8872 0.0716 -0.0445 0.0630
H -2.2349 -3.9226 6.2619 -0.0559 -0.0869 0.0841
H -1.6958 -3.8417 4.5791 -0.0169 -0.0722 -0.0320



Result set for electronic energy: -8838.094; -30378.217; -28458.084; -7101.385; -73218.944; -7289.117; -79051.593; -42535.724 eV, one per record in the order listed.
Result set for HOMO: -0.338; -0.297; -0.178; 0.049; -0.605; -0.326; -0.371; -0.317 Eh, one per record in the order listed.
Result set for Kohn-Sham gap: 0.3576; 0.3030; 0.2791; 0.1728; 0.2348; 0.3666; 0.3683; 0.3317 hartree, one per record in the order listed.